Here is 12 unconnected molecules or ions with the total composition C4H33NO12 in a non-equilibrium geometry from the OMol25 dataset. Energies are from the ωB97M-V functional and the def2-TZVPD basis.

ORCA input file:
```
! RIJCOSX wB97M-V def2-TZVPD def2/J DEFGRID3
* xyz 0 1
C -1.056 -1.908 1.235
N -1.293 -0.726 0.360
C -1.939 -1.040 -0.941
C -0.009 0.001 0.137
C -0.271 1.474 0.066
O 0.927 2.140 -0.320
H -2.029 -2.299 1.685
H -0.672 -2.704 0.603
H -0.483 -1.679 2.122
H -1.464 -1.739 -1.642
H -2.144 -0.153 -1.565
H -2.800 -1.720 -0.719
H 0.486 -0.463 -0.799
H 0.674 -0.302 1.051
H -0.482 1.947 1.087
H -1.076 1.666 -0.639
H 1.120 2.072 -1.234
O 0.765 0.827 -2.598
H 1.295 0.078 -2.884
H 0.678 1.337 -3.437
O -0.784 0.395 3.318
H -0.557 1.325 3.333
H -1.692 0.415 3.252
O -2.897 2.682 -2.622
H -3.356 1.771 -2.599
H -3.004 2.985 -1.747
O -3.223 0.431 2.083
H -4.068 0.754 1.720
H -2.708 0.375 1.289
O 3.828 1.327 0.024
H 3.841 0.444 -0.076
H 2.911 1.581 -0.250
O -4.371 0.622 -1.083
H -4.193 -0.075 -0.376
H -4.392 0.094 -1.882
O 2.660 -1.042 -2.855
H 3.007 -0.822 -1.885
H 2.581 -2.044 -2.934
O 1.917 -0.432 2.281
H 0.957 -0.283 2.635
H 2.277 0.452 2.458
O 1.325 -3.988 -0.447
H 0.646 -3.364 -0.807
H 2.095 -3.400 -0.377
O 2.259 2.265 2.104
H 3.122 2.202 1.901
H 1.814 2.673 1.270
O 3.137 -1.339 -0.092
H 2.664 -1.268 0.745
H 3.975 -1.546 0.051
*
```

Output
Structure (SMILES)   CN(C)CCO.O.O.O.O.O.O.O.O.O.O.O
E_LUMO   0.09 eV
Frontier orbital gap   9.20 eV
Total energy   -1129.739111 Eh
HOMO level   -9.10 eV
Energy relative to the best compared isomer or geometry (same formula, charge and spin)   103.8 kcal/mol

***

Here is a molecular structure, C25H38BaCl3N6O4S2Si in a non-equilibrium geometry from the OMol25 dataset. Energies are from the ωB97M-V functional and the def2-TZVPD basis.

ORCA input file:
```
! RIJCOSX wB97M-V def2-TZVPD def2/J DEFGRID3
* xyz -1 1
Ba 0.409 1.011 1.138
N 2.575 3.206 5.072
C 2.016 2.985 3.807
S 0.312 2.627 3.819
N 2.877 3.077 2.849
N 2.529 3.161 1.516
C 3.164 2.391 0.704
C 3.998 1.214 1.066
C 5.274 1.036 0.539
C 6.072 -0.043 0.884
C 5.559 -0.996 1.763
C 4.277 -0.882 2.262
C 3.457 0.214 1.924
O 2.219 0.276 2.328
H 2.091 2.719 5.809
H 3.576 3.075 5.071
H 3.056 2.664 -0.345
H 5.656 1.784 -0.149
H 7.070 -0.143 0.478
H 6.164 -1.850 2.050
H 3.860 -1.636 2.918
Cl 0.461 6.061 4.545
C -1.170 5.622 4.071
Cl -2.136 7.085 3.790
Cl -1.963 4.678 5.359
C -1.152 4.863 2.803
N -1.365 4.647 1.694
C -2.632 -1.992 -4.877
C -1.990 -0.820 -4.146
C -3.066 0.092 -3.563
C -1.080 -0.045 -5.092
O -1.204 -1.399 -3.106
Si -0.614 -0.762 -1.705
S 0.057 1.164 -1.768
O -1.781 -0.887 -0.502
C -2.365 -2.072 0.071
C -2.454 -3.215 -0.934
C -1.515 -2.477 1.270
C -3.767 -1.695 0.526
O 0.491 -1.873 -1.161
C 1.745 -2.376 -1.633
C 2.218 -3.341 -0.554
C 2.757 -1.251 -1.800
C 1.534 -3.111 -2.951
H -3.235 -1.646 -5.719
H -3.276 -2.557 -4.200
H -1.857 -2.662 -5.253
H -3.771 0.394 -4.342
H -2.618 0.987 -3.128
H -3.618 -0.432 -2.780
H -1.666 0.423 -5.886
H -0.352 -0.720 -5.549
H -0.542 0.729 -4.544
H -1.469 -3.513 -1.294
H -3.054 -2.925 -1.797
H -2.924 -4.076 -0.452
H -0.492 -2.683 0.956
H -1.917 -3.370 1.756
H -1.508 -1.669 2.007
H -4.383 -1.422 -0.334
H -3.736 -0.850 1.211
H -4.237 -2.539 1.037
H 2.355 -2.810 0.390
H 3.171 -3.796 -0.831
H 1.479 -4.133 -0.409
H 2.950 -0.750 -0.848
H 2.403 -0.499 -2.506
H 3.704 -1.660 -2.160
H 0.819 -3.926 -2.823
H 2.482 -3.526 -3.302
H 1.140 -2.439 -3.714
N -2.800 1.866 3.038
C -3.895 2.615 2.832
C -4.197 2.518 1.493
C -3.195 1.688 0.965
N -2.349 1.294 1.909
H -2.229 1.811 3.868
H -4.352 3.161 3.639
H -5.013 2.988 0.973
H -3.043 1.346 -0.048
*
```

Output
E_LUMO   2.20 eV
Frontier orbital gap   6.78 eV
Total energy   -4097.197998 Eh
HOMO level   -4.58 eV
Energy relative to the best compared isomer or geometry (same formula, charge and spin)   13.4 kcal/mol

***

Here is a molecular structure, C26H43Be2BrCl4F4MgN2O10 in a non-equilibrium geometry from the OMol25 dataset. Energies are from the ωB97M-V functional and the def2-TZVPD basis.

ORCA input file:
```
! RIJCOSX wB97M-V def2-TZVPD def2/J DEFGRID3
* xyz 2 1
C 1.973 -1.150 6.148
C 1.974 -2.248 5.073
O 0.764 -2.289 4.323
C 0.861 -1.404 3.223
C -0.490 -0.723 2.968
C -0.924 -0.499 1.508
C 0.106 0.229 0.611
C -0.579 0.937 -0.606
O 0.065 2.137 -0.966
C 1.049 2.104 -1.850
F 0.753 1.697 -3.041
F 2.135 1.433 -1.444
F 1.437 3.439 -1.893
C 1.060 1.159 1.367
C 0.407 2.290 2.187
C 0.445 3.605 1.469
C 1.151 2.394 3.531
O 0.753 -0.914 -0.017
C -0.024 -2.016 -0.030
O 0.314 -3.019 -0.552
C -1.393 -1.771 0.770
C -2.423 -1.595 -0.366
O -1.432 -2.944 1.539
C -2.669 -3.382 1.984
C -3.509 -2.300 2.725
H 0.943 -1.002 6.474
H 2.292 -0.217 5.679
H 2.643 -1.386 6.968
H 2.132 -3.210 5.560
H 2.840 -2.095 4.431
H 1.565 -0.627 3.528
H 1.309 -1.902 2.354
H -0.456 0.224 3.490
H -1.211 -1.320 3.518
H -1.721 0.253 1.616
H -1.594 1.221 -0.325
H -0.687 0.221 -1.417
H 1.726 1.714 0.666
H 1.730 0.538 1.952
H -0.753 2.075 2.410
H -0.245 3.639 0.633
H 0.151 4.419 2.131
H 1.553 3.761 1.110
H 1.498 1.426 3.884
H 2.019 3.038 3.367
H 0.499 2.794 4.304
H -3.257 -2.307 -0.364
H -2.822 -0.529 -0.360
H -1.950 -1.698 -1.345
H -3.300 -3.822 1.208
H -2.487 -4.222 2.708
H -2.978 -1.377 2.937
H -3.899 -2.685 3.678
H -4.393 -2.024 2.150
Be -4.119 -0.285 -1.209
N 3.629 2.318 -3.972
O 4.629 1.688 -3.650
O 2.866 1.920 -4.851
O 3.351 3.404 -3.371
Br -2.343 2.013 3.552
C -3.697 2.125 -6.379
C -2.272 2.565 -6.056
C -1.457 1.456 -5.373
C -2.090 1.068 -4.115
N -2.622 0.763 -3.146
H -4.255 1.885 -5.477
H -4.233 2.925 -6.890
H -3.693 1.252 -7.026
H -2.305 3.449 -5.416
H -1.762 2.857 -6.974
H -0.441 1.797 -5.166
H -1.391 0.575 -6.014
Be 2.383 3.596 -0.220
F -4.506 -0.947 -2.984
C -6.426 -0.221 -7.637
Cl -5.515 -0.351 -6.125
Cl -6.965 -1.806 -8.178
Cl -7.792 0.875 -7.443
H -5.769 0.188 -8.394
Cl 0.136 -4.884 2.902
Mg -2.118 -4.650 4.386
O 4.966 -1.292 3.707
C 5.198 -1.406 2.536
O 5.048 -2.567 1.869
C 5.505 -2.424 0.508
C 5.437 -0.931 0.222
C 5.728 -0.333 1.599
H 6.521 -2.815 0.442
H 4.864 -3.004 -0.150
H 6.124 -0.610 -0.557
H 4.425 -0.660 -0.091
H 6.797 -0.210 1.775
H 5.210 0.609 1.759
*
```

Output
E_LUMO   -9.37 eV
Frontier orbital gap   3.08 eV
Total energy   -6921.107197 Eh
HOMO level   -12.45 eV

***

Here is a single C9H8 molecule in a non-equilibrium geometry from the OMol25 dataset. Energies are from the ωB97M-V functional and the def2-TZVPD basis.

ORCA input file:
```
! RIJCOSX wB97M-V def2-TZVPD def2/J DEFGRID3
* xyz 0 1
C 0.475 -1.924 1.011
C 1.346 -1.188 0.412
C -0.999 -0.057 1.762
C -0.778 -1.609 1.702
C 0.859 0.241 -1.507
C -0.693 1.875 -0.021
C 1.833 -0.408 -0.529
C -0.498 0.598 -0.799
C -0.742 0.650 0.725
H -1.528 -1.822 0.996
H -1.104 -2.256 2.577
H 1.199 1.070 -2.016
H 0.559 -0.548 -2.378
H 0.144 2.605 0.026
H -1.627 2.401 -0.167
H 2.802 0.103 -0.319
H -1.248 0.271 -1.474
*
```

Output
E_LUMO (alpha / beta)   -0.88 / -0.71 eV
Frontier orbital gap (alpha / beta)   7.66 / 7.53 eV
Total energy   -347.429830 Eh
HOMO level (alpha / beta)   -8.54 / -8.24 eV
Energy relative to the best compared isomer or geometry (same formula, charge and spin)   169.3 kcal/mol

***

Here is 2 unconnected molecules or ions with the total composition C3H9NS in a non-equilibrium geometry from the OMol25 dataset. Energies are from the ωB97M-V functional and the def2-TZVPD basis.

ORCA input file:
```
! RIJCOSX wB97M-V def2-TZVPD def2/J DEFGRID3
* xyz 0 1
C 2.274 0.891 -1.097
N 1.544 1.951 -1.154
H 2.754 0.690 -0.130
H 2.573 0.375 -2.002
H 1.700 2.570 -0.301
C -1.381 -0.352 1.350
C -1.179 -1.426 0.288
S -0.340 -0.682 -1.241
H -0.511 0.203 1.537
H -2.290 0.294 1.050
H -1.782 -0.817 2.244
H -0.522 -2.270 0.589
H -2.117 -2.005 -0.143
H -0.723 0.578 -0.989
*
```

Output
Structure (SMILES)   C=N.CCS
E_LUMO   0.96 eV
Frontier orbital gap   9.65 eV
Total energy   -572.570909 Eh
HOMO level   -8.69 eV
Energy relative to the best compared isomer or geometry (same formula, charge and spin)   43.4 kcal/mol

***

Here is a molecular structure, C2H3GdLiO2 in a non-equilibrium geometry from the OMol25 dataset. Energies are from the ωB97M-V functional and the def2-TZVPD basis.

ORCA input file:
```
! RIJCOSX wB97M-V def2-TZVPD def2/J DEFGRID3
* xyz 2 9
H -2.318 -1.197 -0.624
O 0.793 -0.309 -0.758
C 0.106 -1.395 -0.434
C -1.261 -1.221 0.114
O -1.428 -0.024 0.815
Li -3.100 0.296 1.450
Gd 0.167 1.395 0.286
H 0.369 -2.341 -0.926
H -1.599 -2.070 0.732
*
```

Output
E_LUMO (alpha / beta)   -9.63 / -11.94 eV
Frontier orbital gap (alpha / beta)   5.53 / 6.88 eV
Total energy   -1000.990320 Eh
HOMO level (alpha / beta)   -15.16 / -18.82 eV
Energy relative to the best compared isomer or geometry (same formula, charge and spin)   0.0 kcal/mol

***

Here is a single C21H19FO5S2 molecule in a non-equilibrium geometry from the OMol25 dataset. Energies are from the ωB97M-V functional and the def2-TZVPD basis.

ORCA input file:
```
! RIJCOSX wB97M-V def2-TZVPD def2/J DEFGRID3
* xyz 0 1
C 1.962 1.902 -2.130
O 0.938 2.259 -1.179
C -0.056 1.289 -1.188
C -1.374 1.608 -1.703
C -2.285 0.568 -2.001
C -3.463 0.854 -2.665
C -3.809 2.170 -2.992
C -2.910 3.198 -2.691
C -1.707 2.954 -2.018
C 0.082 0.187 0.007
F -0.770 -0.947 -0.065
S -0.643 1.319 1.345
O 0.200 2.500 1.583
O -2.039 1.518 1.049
C -0.704 0.432 2.896
C 0.239 0.719 3.869
C 0.152 0.127 5.132
C -0.909 -0.745 5.418
C -1.900 -0.957 4.468
C -1.822 -0.358 3.204
S 1.764 -0.373 0.593
O 2.861 0.617 0.348
O 1.511 -0.792 1.951
C 2.206 -1.874 -0.292
C 1.681 -3.123 -0.007
C 1.816 -4.185 -0.946
C 2.581 -3.942 -2.123
C 3.201 -2.747 -2.318
C 3.075 -1.704 -1.403
H 2.186 2.810 -2.698
H 2.836 1.555 -1.570
H 1.552 1.095 -2.747
H 0.279 0.247 -1.674
H -1.967 -0.468 -1.795
H -4.141 0.012 -2.971
H -4.740 2.393 -3.487
H -3.110 4.223 -3.017
H -0.948 3.695 -1.873
H 1.039 1.430 3.668
H 0.904 0.349 5.887
H -0.957 -1.248 6.394
H -2.769 -1.590 4.707
H -2.620 -0.474 2.480
H 1.168 -3.322 0.942
H 1.347 -5.130 -0.788
H 2.650 -4.745 -2.868
H 3.818 -2.539 -3.222
H 3.595 -0.768 -1.507
*
```

Output
Structure (SMILES)   CO[C@H](c1ccccc1)C(F)(S(=O)(=O)c1ccccc1)S(=O)(=O)c1ccccc1
E_LUMO   -0.30 eV
Frontier orbital gap   8.33 eV
Total energy   -2083.885024 Eh
HOMO level   -8.63 eV

***

Here is 2 unconnected molecules or ions with the total composition H3OP in a non-equilibrium geometry from the OMol25 dataset. Energies are from the ωB97M-V functional and the def2-TZVPD basis.

ORCA input file:
```
! RIJCOSX wB97M-V def2-TZVPD def2/J DEFGRID3
* xyz 0 1
O 1.439 0.237 -0.585
P 0.117 -0.137 -0.063
H -0.119 -1.371 0.336
H -0.426 1.291 1.298
H -1.012 -0.020 -0.986
*
```

Output
E_LUMO   -0.36 eV
Frontier orbital gap   9.86 eV
Total energy   -418.293570 Eh
HOMO level   -10.21 eV
Energy relative to the best compared isomer or geometry (same formula, charge and spin)   44.5 kcal/mol